No. 1
{"formula": "C22H23Cl2F3O", "method": "the ωB97M-V functional and the def2-TZVPD basis", "species": ["F", "C", "C", "C", "C", "C", "C", "H", "H", "H", "H", "H", "F", "C", "C", "C", "C", "C", "C", "H", "H", "H", "H", "H", "F", "C", "C", "C", "C", "C", "C", "H", "H", "H", "H", "H", "C", "Cl", "Cl", "H", "H", "C", "C", "O", "C", "H", "H", "H", "H", "H", "H"], "coordinates": [[-5.1517, -1.3039, -1.4912], [-4.2753, -2.2327, -0.9778], [-3.3500, -2.8161, -1.8504], [-2.2832, -3.6387, -1.4200], [-2.1527, -3.9133, -0.0607], [-3.0540, -3.3436, 0.8694], [-4.1106, -2.5183, 0.3908], [-3.4082, -2.6121, -2.9094], [-1.6960, -4.1854, -2.1429], [-1.3672, -4.5716, 0.2801], [-2.8473, -3.7327, 1.8554], [-4.7355, -2.0581, 1.1419], [2.0174, 5.2267, 1.4824], [2.4378, 4.1987, 0.7188], [1.7481, 3.7369, -0.4314], [2.2663, 2.6801, -1.1585], [3.4115, 2.0500, -0.7572], [4.0312, 2.4491, 0.4288], [3.5996, 3.5653, 1.1228], [0.8682, 4.2912, -0.7229], [1.6750, 2.4354, -2.0285], [3.7639, 1.2128, -1.3413], [4.9640, 1.9452, 0.6346], [4.0857, 3.9519, 2.0063], [-0.8657, -0.0443, 1.3321], [-1.5865, 0.8834, 0.6197], [-1.8389, 2.1132, 1.2489], [-2.3111, 3.1588, 0.4316], [-2.6646, 2.8719, -0.9013], [-2.5497, 1.6745, -1.4740], [-1.9290, 0.6826, -0.7108], [-1.6122, 2.2235, 2.2991], [-2.4294, 4.1793, 0.7647], [-2.9158, 3.7355, -1.4992], [-2.7840, 1.4434, -2.5026], [-1.8006, -0.2605, -1.2211], [1.8331, 0.7293, 3.3153], [2.2783, 2.3415, 4.0789], [1.6049, -0.7206, 4.3283], [0.9133, 0.9163, 2.7612], [2.6149, 0.5400, 2.5797], [1.5646, -2.1983, 0.2391], [2.2242, -2.1822, -1.1489], [2.5011, -1.0879, -1.6295], [2.3014, -3.5980, -1.8522], [0.5287, -2.4817, 0.0531], [1.5287, -1.2041, 0.6843], [2.0739, -2.9344, 0.8611], [1.3080, -4.0457, -1.8812], [3.1516, -4.1853, -1.5050], [2.4238, -3.3668, -2.9103]], "forces_ev_per_angstrom": [[0.610, -1.199, 0.960], [1.793, -0.295, 0.232], [0.385, -0.081, -0.279], [-1.569, 0.172, 0.617], [-0.695, 0.699, -0.101], [0.364, -0.558, -2.401], [0.271, 0.063, 0.718], [-0.248, 0.104, -0.113], [0.225, 0.316, -0.144], [0.036, -0.054, 0.103], [-0.786, 0.816, 0.525], [-0.320, 0.083, -0.133], [-0.352, 0.011, -0.469], [0.078, -1.218, -1.011], [0.495, 1.536, 1.746], [-1.210, 0.920, -0.099], [0.083, -0.524, 0.432], [0.609, -0.007, -1.258], [-0.381, 0.019, 0.316], [-0.188, -0.182, -0.164], [0.351, -0.478, -0.232], [0.206, -0.057, 0.145], [0.053, 0.062, 0.576], [0.197, -0.152, 0.037], [-0.767, 0.243, -0.555], [0.194, 0.834, -0.118], [-0.023, 0.197, -1.026], [-0.083, -1.512, -0.092], [-0.010, 3.383, 0.871], [1.074, -2.138, 0.278], [-0.267, -1.053, 0.066], [0.128, 0.171, 0.019], [0.033, -0.103, 0.337], [-0.449, 0.044, -0.129], [-0.149, 0.228, -0.014], [0.386, -0.334, 0.392], [0.042, 0.761, -0.707], [-0.374, -1.425, 0.013], [0.222, 0.879, -0.067], [0.033, -0.100, 0.365], [0.042, -0.106, 0.362], [0.372, -0.084, -0.872], [-0.765, 0.880, 0.569], [0.119, -2.126, -0.174], [-0.033, 2.472, -0.933], [-0.109, -0.341, 0.239], [0.324, -0.111, -0.049], [-0.275, -0.001, 0.224], [0.193, -0.437, 0.912], [-0.458, -0.198, 0.186], [0.595, -0.020, -0.098]], "smiles": "Fc1ccccc1.Fc1ccccc1.Fc1ccccc1.CC(C)=O.ClCCl", "homo_lumo_gap_ev": 9.56, "charge": 0}

No. 2
{"formula": "C22H23ClErO2P", "method": "the ωB97M-V functional and the def2-TZVPD basis", "species": ["Er", "Cl", "C", "O", "P", "C", "C", "C", "C", "C", "C", "C", "C", "H", "H", "H", "H", "H", "C", "C", "C", "C", "C", "H", "H", "H", "H", "H", "C", "C", "C", "C", "C", "H", "H", "H", "H", "H", "H", "H", "C", "C", "C", "O", "H", "H", "H", "H", "H", "H"], "coordinates": [[-0.8583, -1.0784, 2.0339], [-1.7569, 0.3645, 3.7611], [-2.2064, -1.8720, 0.2521], [-2.9356, -2.1664, -0.6305], [0.0246, 0.4781, -0.2670], [0.8240, 0.3022, -1.9253], [-1.6347, 1.1547, -0.7082], [0.8462, 2.0244, 0.3489], [-2.2680, 2.1103, 0.1006], [-3.5649, 2.5308, -0.1942], [-4.2386, 1.9940, -1.2882], [-3.6143, 1.0450, -2.0985], [-2.3156, 0.6303, -1.8161], [-1.7167, 2.5503, 0.9365], [-4.0275, 3.2972, 0.4376], [-5.2464, 2.3381, -1.5160], [-4.1429, 0.6357, -2.9622], [-1.8182, -0.0776, -2.4764], [0.9090, -0.9837, -2.4926], [1.5195, -1.1862, -3.7312], [2.0067, -0.1031, -4.4652], [1.8858, 1.1844, -3.9402], [1.3080, 1.3820, -2.6797], [0.5016, -1.8340, -1.9477], [1.6012, -2.1933, -4.1399], [2.4712, -0.2573, -5.4401], [2.2268, 2.0456, -4.5166], [1.2311, 2.3947, -2.3004], [0.6190, 3.2996, -0.1955], [1.2610, 4.4216, 0.3440], [2.0983, 4.2803, 1.4545], [2.3457, 3.0084, 1.9840], [1.7631, 1.8793, 1.4065], [-0.0463, 3.4309, -1.0560], [1.0996, 5.4022, -0.1091], [2.5668, 5.1574, 1.9030], [3.0046, 2.8864, 2.8464], [2.0027, 0.8718, 1.7704], [2.9951, -2.5387, -0.4173], [3.5487, -2.1724, -0.0619], [1.4015, -4.5169, 3.6834], [0.0750, -4.0988, 3.2115], [-1.0022, -5.0971, 3.1529], [-0.1479, -2.8765, 2.8828], [1.2944, -5.4789, 4.1952], [1.8314, -3.7963, 4.3836], [2.1101, -4.6616, 2.8561], [-1.9387, -4.7044, 3.5548], [-1.1898, -5.4402, 2.1271], [-0.7026, -5.9665, 3.7492]], "forces_ev_per_angstrom": [[0.875, 1.883, 1.297], [0.226, -0.532, -0.659], [-5.864, -2.270, -6.781], [4.708, 1.696, 5.616], [0.538, 2.373, -1.323], [0.054, -1.128, -0.424], [-0.304, -0.518, 0.155], [0.309, -0.466, 0.591], [0.075, -0.126, 0.228], [0.135, 0.151, 0.196], [-0.008, 0.106, 0.089], [0.016, -0.042, -0.097], [-0.129, 0.113, 0.000], [-0.327, -0.120, -0.195], [0.122, -0.351, -0.326], [0.230, -0.140, 0.019], [0.209, 0.156, 0.252], [-0.095, 0.078, 0.083], [0.197, 0.304, 0.103], [-0.134, 0.000, -0.089], [-0.101, 0.043, 0.284], [-0.251, -0.153, 0.264], [0.002, 0.056, 0.010], [0.149, -0.005, -0.079], [-0.054, 0.249, 0.137], [-0.143, 0.017, 0.311], [-0.063, -0.248, 0.241], [0.140, -0.209, -0.100], [-0.006, 0.140, 0.062], [-0.070, -0.406, -0.050], [-0.039, -0.317, 0.002], [0.168, -0.007, -0.019], [-0.508, 0.274, -0.116], [0.137, -0.039, 0.487], [0.025, -0.327, 0.197], [-0.138, -0.279, -0.139], [-0.160, 0.109, -0.322], [-0.008, 0.381, 0.039], [0.251, 0.179, 0.163], [-0.270, -0.170, -0.146], [0.216, -0.419, 0.573], [-0.098, 1.629, -0.419], [-0.255, -0.540, 0.417], [0.318, -2.073, 0.259], [0.245, 0.223, -0.147], [-0.012, 0.136, -0.219], [-0.188, 0.167, -0.034], [0.016, 0.128, -0.123], [0.129, 0.153, 0.028], [-0.262, 0.142, -0.295]], "spin_multiplicity": 4, "s2": 3.752, "homo_lumo_gap_ev": [6.10, 6.17], "charge": 2, "de_lowest_ev": 0.000}

Calculated calculated total energy in order - -58430.3584 -76700.6960 eV